87
Properties=species:S:1:pos:R:3:mulliken_spin:R:1 method="wB97M-V/def2-TZVPD" charge=-3 lumo_ev="5.177 / 5.177" spin_multiplicity=2 homo_lumo_gap_ev="1.95 / 1.98" e_homo_ev="3.2 / 3.2" e_above_lowest_kcal_mol=239.5 s_squared=0.771
V -0.240 -2.575 -2.291 1.178
O -0.276 -3.833 -1.360 -0.160
O 4.298 -1.950 -1.270 0.000
O 2.826 0.826 -4.720 -0.001
O -2.615 2.357 0.393 0.000
O 1.551 -2.900 -5.198 -0.006
O 1.695 -3.099 -3.118 -0.013
O 1.491 3.729 3.310 0.000
O 0.752 -2.969 2.046 0.000
O 0.098 -3.717 -4.171 -0.021
O -1.061 -1.183 -3.750 -0.004
O -2.468 -1.971 -4.817 0.024
O -2.408 -2.199 -2.745 -0.005
O -8.254 1.315 2.018 0.000
N -5.076 1.158 1.710 0.000
N 2.252 0.308 -1.921 0.001
C 3.449 0.957 -5.943 0.000
C 2.243 3.475 1.039 0.000
C 1.309 -3.556 -4.194 0.001
C 1.925 -1.641 3.579 0.000
C -8.616 -0.025 2.112 0.000
C -7.204 1.754 2.942 0.000
C 1.640 1.440 -2.586 0.000
C 1.058 3.250 2.022 0.000
C -3.645 0.920 1.879 0.000
C -5.790 1.011 2.943 0.000
C 2.597 -3.946 3.181 0.000
C 4.828 -3.053 -0.590 0.000
C 3.521 0.518 -1.158 0.000
C 2.581 1.931 -3.847 0.001
C 4.076 -0.751 -0.468 0.003
C 2.046 -2.742 2.475 0.005
C -1.862 2.728 -0.850 -0.001
C -2.783 1.008 0.590 -0.003
C 0.746 1.750 2.161 0.000
C -2.277 -1.437 -3.706 -0.014
B 0.214 -1.215 -0.451 -0.008
H 1.620 -0.141 -1.273 -0.002
H 1.589 1.239 2.626 0.000
H 1.465 -0.727 3.204 0.000
H 2.276 3.246 3.581 0.000
H 4.269 -3.185 0.337 0.000
H 2.693 1.259 -6.668 0.000
H -0.897 2.264 -1.054 0.002
H -0.656 -1.852 -0.405 0.003
H -8.646 -0.243 3.179 0.000
H 2.050 2.717 -4.385 0.000
H 0.079 -0.336 -1.062 0.018
H -3.466 -0.125 2.131 0.001
H -0.024 1.424 2.860 -0.001
H 1.944 -4.214 4.011 0.000
H 4.373 0.823 -1.766 0.000
H -5.793 -0.020 3.297 0.000
H -1.798 0.585 0.789 0.002
H 2.170 4.550 0.881 0.000
H -9.610 -0.362 1.817 0.000
H -7.596 1.648 3.954 0.000
H 3.333 1.278 -0.399 0.000
H -3.149 0.381 -0.224 0.004
H 4.853 -3.969 -1.179 0.000
H -1.942 3.790 -1.082 0.000
H 2.714 -2.426 1.674 -0.004
H 0.975 -1.778 -0.969 -0.004
H 4.361 1.522 -6.140 0.000
H -6.956 2.803 2.780 0.000
H 0.572 1.279 1.194 0.002
H 1.267 -1.906 4.406 0.000
H 0.798 0.989 -3.111 0.002
H -7.771 -0.571 1.694 0.000
H 3.615 -0.081 -6.230 0.000
H -3.171 1.471 2.691 0.000
H 3.312 -1.131 0.210 0.001
H 0.576 -2.183 1.524 -0.002
H 0.516 -0.886 0.531 -0.003
H 2.897 -1.325 3.959 0.000
H 4.958 -0.556 0.141 0.000
H 2.846 -4.787 2.534 0.000
H 2.197 2.944 0.088 0.000
H 0.122 3.679 1.663 0.000
H -5.162 1.369 3.759 0.000
H -2.502 2.414 -1.675 0.000
H -5.211 2.106 1.389 0.000
H 5.794 -2.760 -0.177 0.000
H 3.533 -3.699 3.683 0.000
H 1.231 2.322 -2.092 0.000
H 3.553 2.265 -3.483 0.000
H 3.177 3.225 1.542 0.000